The following is a DFT calculation (the ωB97M-V functional and the def2-TZVPD basis) of an isolated ion of composition C5H11N2O and charge +1 in a non-equilibrium geometry.

## Properties
Highest occupied orbital energy in eV: -14.198
Total energy in Eh: -381.56132
Kohn-Sham gap in eV: 10.33
F_max in eV Å⁻¹: 4.16
Energy above the lowest of the compared OMol25 structures with the same formula, charge and spin in kJ/mol: 269.48

Geometry as ORCA input:
```
! wB97M-V def2-TZVPD RIJCOSX def2/J DEFGRID3
* xyz 1 1
N 1.34143 1.01868 1.34962
O -1.30356 -0.02912 1.59341
C -1.49359 0.37401 0.15114
H 0.77047 1.77600 1.61793
N 1.83875 -0.65774 -0.13185
C -2.26038 -0.74469 -0.44804
C 1.08179 0.28725 0.33926
H -0.07957 1.60766 -0.83497
H -2.05185 -0.64507 1.62649
H -2.30535 -0.35794 -1.52217
H -1.62453 -1.71721 -0.46815
H 2.29311 0.98986 1.78314
C 2.82532 -0.87932 -0.84624
C -0.16923 0.59921 -0.50657
H 3.32702 -1.84480 -1.06596
H -2.08385 1.28187 0.29479
H -0.14040 -0.04974 -1.43430
H -3.23784 -1.01323 0.01266
H 3.27227 0.00433 -1.51019
*
```